[1]
Computed, not measured: C4H8O3 in the gas phase, with ωB97M-V/def2-TZVPD.

As for the SMILES: COC(=O)[C@@H](C)O. The calculation puts the molecular weight at 104.10 Da. As for the total charge: 0. The calculation puts the relative energy (zero: lowest compared OMol25 entry of this formula, charge and spin) at 1.4842 eV. The HOMO energy is -10.332 eV. As for the spin multiplicity: 1. The calculation puts the HOMO-LUMO gap at 11.18 eV.

XYZ file:
```
15
Properties=species:S:1:pos:R:3:forces:R:3:nbo_charge:R:1
C 2.31945 0.08081 0.53981 0.4 0.2 -0.3 -0.255
O 1.15721 -0.48781 1.13256 -0.2 0.0 -0.2 -0.533
C 0.25876 -0.74658 0.14770 -0.1 -0.3 -0.2 0.789
O 0.47042 -1.48746 -0.77919 -0.1 0.4 0.5 -0.563
C -1.02658 0.03372 0.34426 0.0 0.2 0.0 -0.008
C -1.43929 0.77301 -0.92299 0.0 0.0 -0.1 -0.632
O -2.00951 -0.88122 0.78397 -0.2 -0.2 -0.2 -0.689
H 3.06185 -0.67908 0.29740 0.0 0.1 0.1 0.194
H 2.70095 0.82636 1.23711 0.1 -0.2 -0.1 0.196
H 1.99962 0.57090 -0.38710 0.5 0.1 0.1 0.176
H -0.85610 0.74102 1.15902 -0.2 -0.1 0.0 0.195
H -0.70890 1.53983 -1.21003 -0.1 -0.2 0.1 0.213
H -2.40041 1.26148 -0.74160 0.1 -0.1 0.0 0.226
H -1.54319 0.07321 -1.75820 0.0 0.1 0.1 0.221
H -1.98430 -1.61817 0.15728 -0.2 0.0 0.1 0.472
```
Forces are in eV/Å.

---

[2]
Computed, not measured: C5H13ClNO4S as an isolated structure, with ωB97M-V/def2-TZVPD.

The calculation puts the molecular weight at 218.68 Da. As for the total charge: +1. The HOMO energy is -13.132 eV. As for the spin multiplicity: 1. The calculation puts the HOMO-LUMO gap at 9.59 eV.

XYZ file:
```
25
Properties=species:S:1:pos:R:3:forces:R:3:nbo_charge:R:1
C 3.97946 1.76847 2.72301 0.0 0.0 0.0 -0.632
C 3.12765 1.01396 1.73374 0.0 0.1 0.0 -0.071
O 1.81647 0.79424 2.33969 0.0 -0.1 0.0 -0.710
S 0.52192 0.99213 1.44680 0.1 0.1 0.0 1.747
O -0.31279 -0.17432 1.65750 0.1 0.1 0.0 -0.948
O -0.22649 2.11397 2.41913 -0.3 -0.1 -0.1 -0.700
Cl 0.00801 3.68234 1.85559 0.2 0.0 0.0 0.266
H 3.97732 1.26130 3.68722 0.0 0.0 0.0 0.230
H 3.61482 2.78601 2.86169 0.0 0.0 0.0 0.222
H 5.00678 1.81458 2.35958 0.0 0.0 0.0 0.229
H 3.54027 0.03085 1.50869 0.0 0.0 0.0 0.192
H 2.99816 1.57031 0.80227 0.0 0.0 0.0 0.184
C -0.61767 -1.42792 -1.11859 0.0 0.0 -0.1 -0.766
C -1.74773 -0.54648 -1.48981 0.0 0.0 0.1 0.737
O -1.83197 0.62250 -1.58358 0.0 0.0 -0.1 -0.429
N -3.07409 -1.32219 -1.76065 -0.1 0.0 0.0 -0.586
C -3.17877 -1.75277 -3.19563 0.0 0.0 0.0 -0.420
H 0.31205 -0.89001 -1.28291 0.0 0.0 0.0 0.278
H -0.70764 -1.62594 -0.04500 0.0 0.0 0.0 0.315
H -0.61172 -2.36867 -1.66763 -0.1 0.0 0.0 0.245
H -3.16021 -2.12795 -1.13836 0.0 0.0 0.0 0.439
H -3.82756 -0.66695 -1.53972 0.0 0.0 0.0 0.451
H -4.12199 -2.27181 -3.33753 0.0 0.0 0.0 0.248
H -2.34764 -2.41467 -3.42117 0.0 0.0 0.0 0.234
H -3.13663 -0.86097 -3.81435 0.0 0.0 0.0 0.247
```
Forces are in eV/Å.

---

[3]
Computed, not measured: C4H4N2O in the gas phase, with ωB97M-V/def2-TZVPD.

As for the SMILES: O=c1nccc[nH]1. The calculation puts the molecular weight at 96.09 Da. As for the total charge: 0. The calculation puts the relative energy (zero: lowest compared OMol25 entry of this formula, charge and spin) at 2.1505 eV. The HOMO energy is -8.910 eV. As for the spin multiplicity: 1. The calculation puts the HOMO-LUMO gap at 8.51 eV.

XYZ file:
```
11
Properties=species:S:1:pos:R:3:forces:R:3:nbo_charge:R:1
O -2.58216 -0.29773 0.14833 0.4 -3.7 -1.4 -0.646
C -1.37206 -0.50142 -0.11385 -1.6 3.6 2.7 0.727
N -0.49646 -1.52321 -0.15264 -0.2 -2.0 -0.2 -0.505
C 0.82280 -1.33545 0.00494 -5.6 3.0 0.3 0.146
C 1.20412 -0.00194 0.07692 1.2 0.2 0.0 -0.387
C 0.47988 1.15203 -0.00270 -2.0 -0.2 -1.3 0.111
N -0.85275 0.82878 -0.00852 1.5 3.3 -2.0 -0.555
H 1.38096 -2.17110 0.28578 1.2 -1.1 -0.3 0.215
H 2.18336 0.08006 0.22453 4.2 0.8 0.4 0.207
H 0.87697 2.24428 -0.25023 -1.0 -2.6 1.1 0.245
H -1.64466 1.52570 -0.21257 1.9 -1.4 0.8 0.441
```
Forces are in eV/Å.

---

[4]
Computed, not measured: C5H9NO3 as an isolated structure, with ωB97M-V/def2-TZVPD.

The calculation puts the molecular weight at 131.13 Da. As for the total charge: 0. The calculation puts the relative energy (zero: lowest compared OMol25 entry of this formula, charge and spin) at 5.0968 eV. The HOMO energy is -8.480 eV. As for the spin multiplicity: 1. The calculation puts the HOMO-LUMO gap at 8.99 eV.

XYZ file:
```
18
Properties=species:S:1:pos:R:3:forces:R:3:nbo_charge:R:1
C 1.44728 -0.28443 -0.18688 -1.0 1.4 -0.5 -0.427
C -2.16600 -0.96868 -0.04746 0.2 0.1 0.0 -0.427
C 2.08993 0.83939 0.58753 0.3 0.3 0.0 -0.625
N -0.91833 -0.22386 0.15273 0.5 0.8 0.3 -0.098
C 0.38359 -1.10596 0.29065 -1.0 -1.3 -0.5 0.672
C -0.10780 0.64658 -1.10057 1.8 -1.0 0.0 0.425
O -1.10231 0.74744 1.15406 -0.1 -0.4 -0.1 -0.547
O 0.23516 -2.30607 0.27404 -0.1 1.2 0.2 -0.534
O -0.07527 1.86428 -1.04049 -0.7 -0.5 0.6 -0.666
H -1.10444 1.59143 0.64593 0.4 -0.1 0.0 0.494
H 2.13078 -0.86151 -0.80677 0.0 0.0 0.2 0.233
H -0.28153 0.06710 -2.01189 -0.2 -0.1 0.1 0.146
H -2.93952 -0.26926 -0.36206 0.1 0.0 0.0 0.220
H -2.44138 -1.43543 0.89701 0.0 0.0 0.0 0.230
H -1.99888 -1.74501 -0.79095 0.0 0.1 0.0 0.232
H 1.50019 1.28639 1.38623 -0.3 -0.2 -0.2 0.226
H 2.33672 1.65297 -0.10882 0.0 -0.2 0.1 0.229
H 3.01183 0.50462 1.06772 0.1 0.0 -0.1 0.216
```
Forces are in eV/Å.

---

[5]
Computed, not measured: C5H7NO as an isolated structure, with ωB97M-V/def2-TZVPD.

The calculation puts the molecular weight at 97.12 Da. As for the total charge: 0. The calculation puts the relative energy (zero: lowest compared OMol25 entry of this formula, charge and spin) at 4.7954 eV. The HOMO energy is -9.435 eV. As for the spin multiplicity: 1. The calculation puts the HOMO-LUMO gap at 10.14 eV.

XYZ file:
```
14
Properties=species:S:1:pos:R:3:forces:R:3:nbo_charge:R:1
O 2.09974 -0.68810 -0.90199 -0.3 0.1 0.5 -0.506
C 1.34895 -0.52268 0.03073 0.2 -0.1 -0.2 0.420
C 0.37311 0.61737 0.07022 0.2 0.0 -0.2 -0.170
C -1.10506 0.42187 -0.01844 -0.2 0.1 -0.3 -0.086
C -1.53770 -0.83178 0.69864 0.1 0.0 0.1 -0.262
C -0.89961 -0.39576 1.78700 -0.1 -0.2 0.1 -0.043
N -0.48358 0.90032 1.24126 0.0 0.1 0.2 -0.378
H 1.43774 0.56526 -2.73512 0.0 0.1 -0.1 0.020
H 1.37050 -1.19643 0.90614 0.0 0.0 -0.1 0.127
H 0.74880 1.52045 -0.40900 -0.1 -0.1 0.1 0.244
H -1.72477 1.08844 -0.61140 0.1 -0.1 0.1 0.225
H 1.09950 1.00232 -3.23531 0.0 0.0 0.0 -0.029
H -2.09949 -1.71013 0.40951 0.1 0.1 0.1 0.226
H -0.62812 -0.77116 2.76774 -0.1 0.1 -0.1 0.212
```
Forces are in eV/Å.

---

[6]
Computed, not measured: a 2-piece molecular cluster, C3H6NO3 overall, with ωB97M-V/def2-TZVPD.

The calculation puts the molecular weight at 104.08 Da. As for the total charge: -1. The calculation puts the relative energy (zero: lowest compared OMol25 entry of this formula, charge and spin) at 1.0281 eV. The HOMO energy is -4.522 eV. As for the spin multiplicity: 1. The calculation puts the HOMO-LUMO gap at 8.85 eV.

XYZ file:
```
13
Properties=species:S:1:pos:R:3:forces:R:3:nbo_charge:R:1
C -2.34392 -0.15877 -0.90863 0.1 0.3 -0.3 -0.578
C -0.99637 -0.13082 -1.01803 -1.2 -0.6 0.2 0.187
O -0.27857 -1.20415 -1.43923 -0.7 0.7 0.1 -0.738
H -2.91503 0.72965 -0.55954 0.6 -0.8 -0.3 0.184
H -2.90800 -1.07191 -1.17743 0.4 0.6 0.2 0.185
H -0.43532 0.75268 -0.71075 0.0 -0.2 -0.1 0.167
H 0.56258 -1.18211 -0.90979 0.6 -0.1 -0.1 0.518
N 1.70639 1.12684 1.19091 0.2 0.2 0.4 -0.913
C 1.27244 -0.21402 0.93552 -0.1 -0.1 0.0 0.857
O 0.30866 -0.62675 1.60627 0.6 0.1 -0.2 -0.761
O 1.88189 -0.79807 -0.02797 -0.4 0.4 0.6 -0.835
H 1.48523 1.47422 2.12913 0.2 -0.4 -0.7 0.363
H 2.66001 1.30321 0.88954 -0.3 -0.1 0.1 0.363
```
Forces are in eV/Å.

---

[7]
Computed, not measured: a 3-piece molecular cluster, C3H13N4 overall, with ωB97M-V/def2-TZVPD.

The calculation puts the molecular weight at 105.16 Da. As for the total charge: +1. The calculation puts the relative energy (zero: lowest compared OMol25 entry of this formula, charge and spin) at 5.5375 eV. The HOMO energy is -13.580 eV. As for the spin multiplicity: 1. The calculation puts the HOMO-LUMO gap at 9.35 eV.

XYZ file:
```
20
Properties=species:S:1:pos:R:3:forces:R:3:nbo_charge:R:1
C 0.98025 -0.61858 -2.77511 -2.6 2.3 3.3 -0.353
C -1.32067 -1.57545 -0.97634 -1.1 -3.5 0.7 -0.427
C 0.30246 0.10758 -0.58961 0.5 -0.8 -3.6 0.529
N 0.93397 1.02783 0.04887 0.6 0.2 1.1 -0.790
N 1.25267 1.11752 2.86843 -2.7 -0.2 2.8 -1.074
N -0.82435 -0.45724 -0.21504 0.3 -0.3 1.8 -0.304
N -1.42244 -0.03406 1.01201 1.2 -0.1 -0.6 -0.684
H -0.03411 -0.35642 -3.10993 0.8 -0.5 -0.4 0.210
H 1.21112 -1.57661 -2.40195 0.3 -1.0 -0.2 0.213
H 1.72395 0.10212 -3.00141 0.8 0.3 -0.2 0.209
H -1.23851 -1.25391 -1.99241 -0.4 -0.5 -0.6 0.212
H -0.78655 -2.64782 -0.84122 -0.6 2.7 -0.1 0.217
H -2.39207 -1.87422 -0.69897 1.4 1.1 -0.4 0.244
H 1.74629 1.47333 -0.35210 -0.1 -0.2 -0.2 0.421
H 0.88705 1.07704 1.10091 -0.1 0.4 -0.3 0.458
H 1.39558 1.99523 3.45225 -0.6 -1.2 -1.1 0.395
H 1.96122 0.53707 3.24730 1.6 -0.7 -0.1 0.373
H -2.33967 0.31122 0.79353 -0.4 -0.2 0.6 0.394
H -1.24693 -0.62124 1.84257 -0.6 0.2 -1.1 0.389
H 0.43451 0.56538 3.39795 1.7 2.1 -1.5 0.370
```
Forces are in eV/Å.

---

[8]
Computed, not measured: a 2-piece molecular cluster, C13H25B3FNO7 overall, with ωB97M-V/def2-TZVPD.

As for the SMILES: CC(=O)OCCCCCCB1OBOB(CC(=O)F)O1.CN(C)C=O. The calculation puts the molecular weight at 358.78 Da. As for the total charge: 0. The HOMO energy is -9.457 eV. As for the spin multiplicity: 1. The calculation puts the HOMO-LUMO gap at 9.78 eV.

XYZ file:
```
50
Properties=species:S:1:pos:R:3:forces:R:3:nbo_charge:R:1
C 4.94252 0.96260 -0.12849 0.0 -0.2 0.0 -0.726
C 4.10107 1.85358 -0.98608 0.0 0.3 -0.7 0.810
O 4.53809 2.69310 -1.72990 -0.2 -0.1 0.5 -0.570
O 2.76561 1.60254 -0.87321 0.3 0.1 0.7 -0.550
C 1.92116 2.75625 -0.69294 -0.4 0.1 -0.7 -0.069
C 0.84919 2.79393 -1.77622 -0.2 -0.2 0.2 -0.415
C -0.55575 3.01916 -1.22052 0.3 0.0 -0.2 -0.396
C -1.60138 2.94393 -2.33194 -0.1 0.3 0.2 -0.405
C -3.00230 2.47301 -1.91476 0.0 -0.2 -0.2 -0.371
C -3.06179 1.32062 -0.89533 0.1 0.4 -0.4 -0.809
B -2.33360 -0.00489 -1.26500 -0.5 -0.1 -0.3 1.225
O -2.88214 -1.23182 -0.84728 0.3 0.4 0.3 -0.878
B -1.98846 -1.92595 -0.08002 0.1 -0.1 0.2 0.934
O -0.66240 -1.47549 -0.06816 -0.1 -0.8 -0.5 -0.898
B -0.30390 -1.05333 -1.34709 0.1 0.4 0.1 1.188
C 0.88967 -1.78761 -2.07398 0.1 0.5 0.5 -0.904
C 1.75880 -0.91691 -2.91383 -0.4 0.2 -0.6 0.900
O 1.43892 -0.16735 -3.77394 0.1 -0.2 0.2 -0.527
F 3.06118 -1.09406 -2.61685 0.3 0.0 0.1 -0.344
O -1.10710 -0.09786 -1.91886 0.0 -0.1 0.3 -0.890
H 5.25071 0.09450 -0.70802 0.0 -0.1 -0.1 0.249
H 4.39184 0.61877 0.73982 0.0 0.0 0.1 0.227
H 5.83798 1.49597 0.17120 0.1 0.1 0.0 0.240
H 2.52202 3.66062 -0.71534 0.2 0.0 0.1 0.200
H 1.44867 2.64444 0.28173 0.1 0.0 0.2 0.173
H 0.83630 1.80851 -2.23324 0.1 -0.1 -0.2 0.224
H 1.07533 3.51003 -2.56313 0.1 0.1 0.0 0.210
H -0.60539 3.97883 -0.70330 -0.1 0.1 0.1 0.197
H -0.70682 2.24861 -0.46659 -0.1 -0.1 0.1 0.184
H -1.70672 3.94858 -2.74352 0.0 0.0 -0.2 0.207
H -1.22343 2.33372 -3.14913 0.1 -0.3 0.0 0.212
H -3.58409 3.31701 -1.54760 0.0 0.1 0.2 0.201
H -3.52112 2.14099 -2.81518 -0.1 0.1 -0.1 0.203
H -2.59923 1.66925 0.03388 0.0 -0.1 0.2 0.243
H -4.09893 1.12589 -0.63089 -0.1 -0.2 0.0 0.246
H -2.27596 -2.89982 0.53012 -0.1 0.1 0.1 -0.072
H 0.43671 -2.53114 -2.73136 0.0 -0.1 -0.1 0.286
H 1.48881 -2.28629 -1.31979 0.0 -0.2 0.0 0.264
C -0.82523 -2.63352 5.38391 0.1 -0.1 -0.2 -0.398
N -1.11458 -3.36079 4.16584 0.1 0.1 0.1 -0.431
C -0.11988 -3.40751 3.10691 -0.1 -0.1 0.0 -0.417
C -2.28231 -4.00360 3.97093 -0.1 0.0 0.0 0.529
O -2.56574 -4.62095 2.96418 0.0 0.0 0.0 -0.621
H -0.63666 -1.58022 5.16601 0.0 0.0 0.1 0.194
H 0.05361 -3.05053 5.87996 0.0 0.0 0.0 0.196
H -1.67296 -2.70232 6.06215 0.0 0.0 0.0 0.211
H -0.51897 -2.98157 2.18820 0.0 0.0 0.0 0.220
H 0.16265 -4.44077 2.90244 0.0 0.0 0.0 0.213
H 0.76012 -2.84479 3.40787 0.0 0.0 0.1 0.201
H -2.97410 -3.91537 4.82635 0.0 0.0 0.0 0.105
```
Forces are in eV/Å.

---

[9]
Computed, not measured: C3H5NO3 in the gas phase, with ωB97M-V/def2-TZVPD.

As for the SMILES: NC(=O)COC=O. The calculation puts the molecular weight at 103.08 Da. As for the total charge: 0. The calculation puts the relative energy (zero: lowest compared OMol25 entry of this formula, charge and spin) at 3.4782 eV. The HOMO energy is -10.120 eV. As for the spin multiplicity: 1. The calculation puts the HOMO-LUMO gap at 10.94 eV.

XYZ file:
```
12
Properties=species:S:1:pos:R:3:forces:R:3:nbo_charge:R:1
N -1.13486 -1.10722 0.04291 0.0 -0.1 0.0 -0.826
C -0.73323 -0.26646 1.02810 0.1 0.0 -0.1 0.640
O -1.04409 -0.38683 2.19649 0.1 0.1 -0.3 -0.592
C 0.14620 0.90248 0.54769 0.1 0.0 0.0 -0.188
O 1.46648 0.46104 0.06113 0.6 -0.3 -0.9 -0.477
C 1.53124 0.16629 -1.24721 -2.0 0.2 -1.0 0.484
O 0.49747 0.20683 -1.94512 -2.3 0.6 0.6 -0.678
H -0.88001 -0.94258 -0.91962 0.0 0.0 0.2 0.419
H -1.70056 -1.90519 0.28552 0.1 0.1 0.0 0.405
H -0.35926 1.46745 -0.24154 0.1 -0.1 0.1 0.222
H 0.34585 1.54538 1.40652 0.1 -0.2 -0.2 0.230
H 1.82951 -0.14292 -2.31696 3.2 -0.3 1.6 0.361
```
Forces are in eV/Å.